C38H34FN7O3S5Sr as an isolated structure in a non-equilibrium geometry. Source: the Open Molecules 2025 dataset; level of theory: wB97M-V/def2-TZVPD.

The geometry in XYZ format:
```
89
Properties=species:S:1:pos:R:3:forces:R:3
S -0.480 -3.752 2.880 -0.199 0.680 -0.105
H 0.256 0.119 6.453 0.005 -0.073 -0.055
N 0.634 -0.896 -5.239 -0.067 0.125 -1.470
O 2.898 0.432 -2.622 2.909 0.740 0.744
S -3.235 -4.745 -1.012 -0.141 -0.124 0.127
C -0.050 -2.037 -5.445 -0.179 -0.354 -0.302
C 1.021 1.651 -0.616 0.325 0.578 0.094
H -3.300 -1.094 0.011 -0.036 0.010 -0.104
H -0.143 3.615 5.251 -0.027 0.011 0.036
Sr 0.906 0.004 -3.058 -2.518 -2.646 -0.637
H -3.103 1.338 7.168 -0.021 0.004 0.061
H -1.528 1.328 7.667 -0.100 0.047 0.110
H -5.551 -4.387 -1.257 -0.079 0.021 0.025
O 3.904 2.434 -2.671 0.007 -0.050 0.176
H 3.205 4.371 -5.039 -0.020 0.012 -0.001
H -2.330 -1.121 -2.181 0.017 0.078 0.052
C -0.513 1.228 1.297 -0.029 0.614 0.135
C -4.878 -4.278 -0.410 0.370 -0.146 -0.014
C 2.911 4.930 2.678 -0.014 0.058 0.092
H 4.161 2.930 -0.254 -0.029 0.047 -0.044
C 1.602 2.298 1.741 -0.226 0.050 -0.241
N 1.215 1.675 -4.877 0.097 0.287 -0.644
H -5.180 -4.930 0.405 -0.147 0.077 0.015
C -1.828 0.201 5.969 0.193 -0.409 -0.412
C 3.581 3.716 2.108 0.056 -0.067 0.079
H 0.203 2.698 6.723 -0.007 0.035 -0.004
N -2.138 1.381 6.848 -0.092 -0.193 0.000
S -2.590 -4.826 4.662 0.206 -0.120 -0.078
C -2.514 -1.808 -0.214 0.323 -0.179 0.037
C -1.090 -3.687 -6.869 0.072 0.123 -0.266
H 3.191 0.804 -7.448 -0.029 0.012 -0.027
F -2.002 0.847 3.076 0.126 -0.037 0.120
C -2.234 -4.260 0.401 -0.219 -0.393 0.143
H 0.133 -2.084 -7.583 -0.011 -0.031 -0.029
H -1.257 0.891 0.591 0.029 -0.285 0.010
N 1.197 -0.284 -6.209 -0.151 -0.837 -0.506
H -0.151 -0.511 4.851 0.040 -0.123 -0.047
H 3.201 5.257 3.666 0.049 -0.037 0.008
C 2.799 1.430 -6.659 -0.033 -0.031 0.069
H 3.503 5.307 0.572 -0.034 -0.032 0.002
C 2.399 1.981 -0.910 -0.147 -0.428 -0.219
C 2.795 3.413 -5.321 -0.017 -0.004 -0.111
C -0.372 2.693 5.784 -0.128 -0.073 -0.019
C 1.334 2.250 3.108 -0.131 -0.020 0.055
C -0.306 -2.585 -6.731 0.046 -0.046 0.043
C -0.355 -3.730 -1.229 0.081 0.249 -0.705
H -2.451 2.659 5.209 -0.117 -0.064 0.076
H -2.322 -5.143 -5.854 -0.033 0.004 0.047
H -2.024 -0.731 6.495 -0.055 0.103 0.255
C -1.949 -4.615 3.157 -0.031 -0.109 0.056
C -0.363 0.288 5.558 -0.012 0.042 -0.045
H -2.753 -2.554 1.782 -0.048 0.003 -0.027
H 2.069 2.600 3.819 0.008 -0.097 0.020
C 1.740 0.951 -5.884 0.072 0.539 0.217
C 3.128 1.607 -2.202 0.703 0.459 0.155
H -2.156 3.506 6.754 -0.069 -0.122 0.095
H -4.853 -3.238 -0.088 -0.087 0.027 -0.006
O 0.184 1.336 -1.500 -0.341 1.781 2.765
C -0.589 -2.671 -4.258 0.077 0.103 0.047
N -0.274 -2.186 -3.082 0.030 -0.299 0.047
C 3.169 2.594 0.017 -0.050 0.171 -0.014
S -2.716 -5.372 1.784 -0.134 0.254 -0.150
H 0.465 -4.256 -1.701 0.085 0.075 -0.054
C -0.784 1.280 2.644 -0.127 -0.310 -0.635
S 0.616 -1.844 1.022 0.305 0.671 0.257
C -0.712 -4.204 0.139 -0.196 -0.276 -0.333
C 1.734 2.876 -4.620 -0.010 0.092 -0.267
C 0.692 1.760 0.812 -0.368 -0.394 0.203
C -2.178 -2.777 0.883 0.007 0.322 -0.182
C -1.960 -1.815 -1.432 -0.068 0.082 0.487
H -1.910 -4.263 -3.601 0.033 0.003 -0.021
H 1.264 3.432 -3.815 0.074 -0.028 0.056
C 3.342 2.663 -6.356 -0.121 -0.017 0.106
H -0.152 -5.096 0.410 0.005 -0.017 -0.071
H -1.289 -4.103 -7.847 -0.002 0.009 -0.003
N 2.779 2.847 1.284 0.162 0.113 0.025
C 0.155 1.704 3.578 0.393 0.119 0.033
H 4.863 5.496 1.762 0.008 -0.045 0.039
H 4.193 3.036 -6.910 -0.006 0.000 -0.029
H 4.342 3.213 2.695 -0.027 0.037 0.027
C -1.453 -3.802 -4.467 -0.182 -0.172 -0.171
H 1.861 5.059 2.455 0.007 -0.013 -0.069
C -0.847 -2.664 -1.890 -0.193 -0.637 0.187
C -0.646 -3.042 1.137 -0.109 -0.195 0.745
C -1.681 -4.280 -5.719 0.077 0.016 0.220
H -2.486 0.250 5.107 -0.048 0.120 -0.004
C 3.890 5.074 1.555 0.100 0.062 -0.057
C -1.866 2.663 6.127 0.377 0.419 -0.280
N 0.006 1.561 4.984 -0.212 0.049 0.063
```
Positions in Å, forces in eV/Å.

Results
Charge   0
ΔE to the lowest compared entry with this formula, charge and spin   112.9 kcal/mol
Gap between HOMO and LUMO   0.1707 Ha
M   903.69 g mol⁻¹
Energy   -114257.2464 eV
HOMO level   -6.030 eV
Spin multiplicity   1

These are the Löwdin partial charges, in e, on atoms 1 to 5:
1. S 0.810
2. H 0.136
3. N -0.107
4. O -0.267
5. S 0.882

C38H34IrN3O3P2Te as an isolated structure in a non-equilibrium geometry. Source: the Open Molecules 2025 dataset; level of theory: wB97M-V/def2-TZVPD.

The geometry in XYZ format:
```
82
Properties=species:S:1:pos:R:3:forces:R:3
H -0.802 4.030 -0.919 -0.054 0.060 0.066
C 2.087 0.344 -1.125 -0.382 0.617 -0.115
O -3.871 -3.196 -0.922 -0.361 -0.175 -0.348
C -2.225 8.214 0.379 0.047 -0.445 0.113
H 3.044 -5.022 1.066 -0.074 0.077 0.018
N -0.060 0.798 1.576 -0.985 0.753 -0.193
H -4.339 -1.044 1.858 -0.001 0.143 -0.094
C 4.945 -0.158 -0.064 0.008 -0.013 -0.106
Te -1.767 -0.571 -1.357 0.501 0.305 0.441
H 1.630 -0.004 2.594 -0.563 0.588 1.201
C -4.292 -3.722 -2.215 0.087 0.212 0.151
C -1.307 4.637 -0.172 -0.004 0.143 -0.233
H 7.757 0.072 1.814 -0.110 0.002 -0.022
C 2.348 -4.198 1.178 -0.021 -0.130 0.013
C 5.753 0.134 2.584 -0.083 0.018 -0.018
H 4.636 -0.260 -1.099 0.038 0.015 0.052
C 1.978 1.204 -3.769 -0.005 0.135 0.008
C -1.435 6.004 -0.367 0.169 -0.168 -0.178
H -6.259 -2.934 -1.894 0.025 -0.048 -0.051
C -2.856 1.768 1.240 0.564 -1.047 0.147
H 3.671 0.157 3.072 0.114 -0.043 -0.005
N -2.330 9.349 0.218 0.032 -0.311 0.033
C -4.977 1.073 1.386 -0.286 0.096 0.031
C -1.702 2.543 1.138 -0.849 0.926 -0.156
H 0.780 4.012 1.441 -0.039 -0.190 0.036
H 1.900 -0.879 -4.285 0.023 0.092 0.132
H -2.925 4.334 2.782 0.004 0.031 -0.041
C 0.463 -2.060 1.400 0.232 -0.847 -1.013
H 3.629 -2.788 0.205 -0.014 0.012 0.004
H 1.945 1.537 -4.801 -0.008 -0.025 0.118
H 0.954 -5.316 2.368 0.007 0.089 -0.041
C 4.401 0.081 2.273 0.101 -0.076 0.038
H 7.037 -0.186 -0.539 -0.080 0.018 0.063
H 2.187 2.440 -0.620 0.022 0.008 -0.049
C -0.934 -4.062 -2.317 -0.076 0.049 0.334
C 1.302 0.768 1.897 2.014 -0.925 -1.461
C 0.443 -4.655 -2.242 0.215 -0.172 0.095
H 0.820 -4.825 -3.257 -0.041 0.020 0.160
C 1.740 -1.909 0.783 -0.613 0.282 0.821
P 2.236 -0.204 0.569 0.379 -0.457 -0.982
C 1.165 -4.361 1.897 0.064 0.120 0.068
H 0.426 -5.612 -1.712 0.011 0.147 -0.088
Ir -1.164 -0.792 1.224 0.075 -0.292 0.640
H -0.654 -3.492 2.581 -0.089 -0.026 -0.151
C -0.417 2.086 1.328 1.235 -0.494 0.816
C 0.772 2.933 1.542 -0.748 0.543 -0.081
C -4.201 2.179 1.123 -0.633 -0.012 0.044
C 2.000 -0.581 -2.160 0.060 -0.194 0.012
H -1.037 6.475 -1.257 0.007 -0.021 0.037
C 1.957 -0.152 -3.480 -0.008 -0.095 0.000
C -4.097 -0.011 1.637 -0.200 0.052 -0.050
C 3.989 -0.073 0.946 0.091 0.176 0.390
C 6.297 -0.111 0.250 -0.025 -0.021 0.037
H 1.125 -3.986 -1.712 -0.046 -0.026 -0.046
C 0.254 -3.319 2.017 0.136 0.312 -0.334
C 1.787 2.174 1.928 0.395 -0.364 0.551
C -2.624 6.176 1.720 -0.063 -0.099 0.152
C -1.847 4.027 0.954 -0.107 -0.484 -0.161
H -3.802 -4.678 -2.372 0.085 -0.136 0.017
H -0.928 -3.125 -2.873 -0.027 0.165 0.055
H 2.073 3.201 -2.970 -0.003 -0.110 0.038
C -2.088 6.773 0.584 -0.173 0.778 -0.035
C 2.659 -2.954 0.663 0.142 0.150 0.102
O -1.405 -3.813 -0.952 0.373 -0.533 -0.668
H -1.627 -4.746 -2.801 -0.102 -0.055 0.048
C 2.050 2.140 -2.740 -0.004 -0.103 0.075
H 1.991 -1.642 -1.931 -0.094 0.037 -0.017
N -2.833 0.377 1.547 -0.064 1.249 -0.742
H 6.067 0.254 3.615 -0.042 -0.014 -0.091
H -4.540 3.178 0.872 0.079 -0.237 0.111
P -2.434 -2.703 -0.558 -0.307 -0.002 0.923
H -6.059 1.025 1.403 0.191 -0.004 0.009
C -5.787 -3.873 -2.187 -0.172 0.022 0.003
C 6.700 0.034 1.572 0.026 -0.010 -0.024
H -3.981 -3.031 -3.002 0.040 0.072 0.044
H 2.778 2.494 2.227 -0.148 -0.119 -0.121
C 2.110 1.714 -1.418 0.035 -0.088 -0.265
C -2.511 4.803 1.897 0.005 0.217 0.064
O -2.416 -2.484 0.948 0.026 -0.108 -0.374
H -6.147 -4.147 -3.182 0.034 -0.002 0.091
H -3.124 6.787 2.461 0.008 -0.048 -0.041
H -6.086 -4.649 -1.483 0.004 0.039 -0.008
```
Positions in Å, forces in eV/Å.

Results
Charge   +1
ΔE to the lowest compared entry with this formula, charge and spin   28.3 kcal/mol
Gap between HOMO and LUMO (spin up / spin down)   0.2057 / 0.2252 Ha
M   962.47 g mol⁻¹
Energy   -79276.4511 eV
HOMO level (spin up / spin down)   -9.305 / -10.253 eV
Spin multiplicity   2

These are the Löwdin partial charges, in e, on atoms 1 to 5:
1. H 0.123
2. C -0.331
3. O -0.238
4. C -0.165
5. H 0.111